<P>
{"formula": "H14O7", "method": "wB97M-V/def2-TZVPD", "symbols": ["O", "H", "H", "O", "H", "H", "O", "H", "H", "O", "H", "H", "O", "H", "H", "O", "H", "H", "O", "H", "H"], "positions_angstrom": [[2.852, 1.006, 1.346], [2.146, 0.406, 1.472], [3.525, 0.449, 1.007], [1.260, 1.329, -1.431], [1.018, 0.809, -0.669], [0.575, 1.974, -1.273], [-1.390, 2.294, 1.147], [-0.638, 2.740, 1.556], [-1.944, 3.030, 0.929], [-1.662, 1.451, -1.693], [-2.409, 0.882, -1.768], [-1.582, 1.733, -0.816], [0.119, 0.021, 0.788], [-0.537, -0.678, 0.778], [-0.445, 0.765, 1.057], [1.449, -3.212, -0.419], [0.607, -2.709, -0.139], [1.360, -4.066, 0.017], [-1.130, -2.580, -0.525], [-2.028, -2.431, -0.181], [-1.136, -3.207, -1.174]], "mulliken_charge": [-0.61, 0.30, 0.30, -0.62, 0.42, 0.24, -0.73, 0.32, 0.31, -0.56, 0.28, 0.32, -0.50, 0.26, 0.29, -0.67, 0.38, 0.30, -0.62, 0.29, 0.28], "homo_ev": -9.88, "orbital_gap_ev": 9.76, "smiles": "O.O.O.O.O.O.O"}


<Q>
{"formula": "H14O7", "method": "wB97M-V/def2-TZVPD", "symbols": ["O", "H", "H", "O", "H", "H", "O", "H", "H", "O", "H", "H", "O", "H", "H", "O", "H", "H", "O", "H", "H"], "positions_angstrom": [[-0.521, -2.906, -0.819], [-0.803, -2.614, -1.671], [-0.746, -2.160, -0.237], [1.254, -0.492, 3.176], [1.610, -1.275, 2.781], [2.042, 0.015, 3.408], [2.209, -1.073, 0.034], [1.419, -0.549, -0.063], [1.816, -1.820, 0.479], [1.713, 1.672, 1.239], [2.361, 1.916, 1.928], [1.453, 0.798, 1.482], [-2.903, 0.866, -3.332], [-2.346, 1.162, -2.558], [-3.581, 1.550, -3.374], [-1.130, 1.452, -1.397], [-0.969, 2.284, -1.008], [-0.371, 1.263, -1.938], [-0.700, -0.418, 0.580], [-0.770, 0.102, 1.391], [-1.038, 0.226, -0.101]], "mulliken_charge": [-0.63, 0.29, 0.37, -0.64, 0.32, 0.29, -0.62, 0.29, 0.32, -0.61, 0.26, 0.39, -0.64, 0.43, 0.32, -0.84, 0.32, 0.35, -0.69, 0.30, 0.42], "homo_ev": -10.89, "orbital_gap_ev": 10.95, "smiles": "O.O.O.O.O.O.O"}


<R>
{"formula": "H14O7", "method": "wB97M-V/def2-TZVPD", "symbols": ["O", "H", "H", "O", "H", "H", "O", "H", "H", "O", "H", "H", "O", "H", "H", "O", "H", "H", "O", "H", "H"], "positions_angstrom": [[0.668, 1.755, -0.003], [-0.009, 2.038, -0.604], [1.044, 0.847, -0.299], [0.576, -1.539, -0.380], [1.334, -2.059, -0.667], [0.227, -1.965, 0.337], [-2.242, -2.391, -0.751], [-2.072, -2.332, -1.685], [-1.815, -1.626, -0.261], [-3.994, -0.299, 1.123], [-3.832, 0.713, 1.134], [-4.861, -0.313, 1.603], [2.190, -0.568, 0.464], [1.284, -0.508, 0.756], [2.700, -0.171, 1.072], [-2.685, 2.432, -0.815], [-2.829, 3.311, -0.556], [-2.899, 2.001, 0.091], [5.815, 0.371, 0.151], [6.202, 0.606, -0.685], [5.198, -0.303, -0.026]], "mulliken_charge": [-0.67, 0.33, 0.41, -0.67, 0.31, 0.34, -0.60, 0.30, 0.29, -0.58, 0.28, 0.32, -0.62, 0.32, 0.25, -0.59, 0.31, 0.26, -0.62, 0.31, 0.31], "homo_ev": -10.77, "orbital_gap_ev": 10.92, "smiles": "O.O.O.O.O.O.O"}


<S>
{"formula": "H14O7", "method": "wB97M-V/def2-TZVPD", "symbols": ["O", "H", "H", "O", "H", "H", "O", "H", "H", "O", "H", "H", "O", "H", "H", "O", "H", "H", "O", "H", "H"], "positions_angstrom": [[1.720, 1.523, -0.825], [2.205, 0.753, -0.317], [1.432, 2.103, -0.132], [0.337, -0.508, -1.677], [0.767, 0.329, -1.572], [0.899, -1.127, -1.184], [-0.110, -0.948, 1.687], [-0.100, 0.000, 1.758], [-0.909, -1.040, 1.148], [-2.124, 1.226, -0.578], [-2.114, 0.201, -0.760], [-1.832, 1.579, -1.423], [-1.711, -1.643, -0.296], [-1.696, -2.634, -0.307], [-0.947, -1.334, -0.675], [-0.140, 1.794, 1.215], [-0.910, 1.634, 0.570], [-0.548, 2.287, 1.977], [2.060, -1.115, 0.214], [1.183, -1.174, 0.793], [2.538, -1.905, 0.383]], "mulliken_charge": [-0.76, 0.38, 0.29, -0.81, 0.46, 0.42, -0.83, 0.44, 0.39, -0.74, 0.37, 0.33, -0.73, 0.31, 0.42, -0.73, 0.49, 0.30, -0.74, 0.48, 0.27], "homo_ev": -10.84, "orbital_gap_ev": 11.27, "smiles": "O.O.O.O.O.O.O"}


The structure with the least stability is <R>.


<P>
{"formula": "H14O7", "method": "wB97M-V/def2-TZVPD", "symbols": ["O", "H", "H", "O", "H", "H", "O", "H", "H", "O", "H", "H", "O", "H", "H", "O", "H", "H", "O", "H", "H"], "positions_angstrom": [[-0.530, 0.533, -0.314], [-0.597, 1.170, 0.303], [0.458, 0.372, -0.357], [3.276, 3.162, 2.854], [3.183, 2.918, 1.936], [2.612, 3.879, 3.170], [1.162, -3.386, -1.460], [0.958, -4.063, -2.108], [0.352, -3.264, -1.083], [0.078, 1.668, -3.491], [-0.831, 1.831, -3.626], [0.105, 1.750, -2.475], [-1.580, 3.108, -0.341], [-1.336, 3.731, -1.087], [-2.228, 3.584, 0.171], [1.077, -1.940, 1.219], [1.468, -2.765, 1.405], [0.996, -2.119, 0.233], [-2.577, -3.311, 1.902], [-3.461, -3.642, 2.141], [-2.583, -3.215, 1.006]], "mulliken_charge": [-0.63, 0.29, 0.31, -0.65, 0.32, 0.33, -0.61, 0.30, 0.27, -0.64, 0.31, 0.33, -0.58, 0.30, 0.29, -0.58, 0.31, 0.31, -0.59, 0.31, 0.29], "homo_ev": -11.17, "orbital_gap_ev": 11.43, "smiles": "O.O.O.O.O.O.O"}


<Q>
{"formula": "H14O7", "method": "wB97M-V/def2-TZVPD", "symbols": ["O", "H", "H", "O", "H", "H", "O", "H", "H", "O", "H", "H", "O", "H", "H", "O", "H", "H", "O", "H", "H"], "positions_angstrom": [[-0.090, 0.091, 0.893], [-0.433, -0.339, 1.684], [0.278, -0.633, 0.373], [-1.572, -1.998, 1.701], [-0.721, -2.448, 1.736], [-1.946, -2.269, 0.855], [2.550, -2.853, -0.586], [3.296, -2.865, -1.195], [2.939, -2.595, 0.257], [1.061, -0.587, -1.391], [1.786, -0.614, -2.026], [1.304, 0.123, -0.787], [1.311, 3.095, 1.901], [1.378, 3.690, 1.145], [1.839, 2.331, 1.644], [0.365, 2.726, -1.777], [-0.048, 3.361, -1.182], [0.531, 1.956, -1.221], [-4.344, 0.058, -0.944], [-4.192, -0.153, -0.016], [-5.291, -0.078, -1.063]], "mulliken_charge": [-0.61, 0.33, 0.38, -0.67, 0.32, 0.33, -0.61, 0.30, 0.31, -0.61, 0.30, 0.21, -0.61, 0.30, 0.30, -0.63, 0.31, 0.33, -0.63, 0.32, 0.32], "homo_ev": -11.05, "orbital_gap_ev": 11.20, "smiles": "O.O.O.O.O.O.O"}


The structure with the least stability is <P>.